No. 1
Entry from the Open Molecules 2025 dataset: a structure of composition C22H40Br6F6N5O6RbS2 (ωB97M-V/def2-TZVPD).

Geometry as XYZ:
```
88
C22H40Br6F6N5O6RbS2 (ωB97M-V/def2-TZVPD)
Rb 4.0288 -2.1227 -0.5024
C 0.9048 -0.2459 -2.7602
F 0.8412 0.3424 -3.9000
F -0.3112 -0.2999 -2.2588
F 1.3650 -1.5202 -2.9039
S 2.3088 0.6260 -1.7047
O 3.5368 0.1060 -2.2756
O 2.1187 1.9962 -2.0007
N 2.1510 0.0865 -0.1030
S 1.3152 1.2077 0.5582
O 2.1565 2.3576 0.9113
O -0.0075 1.4512 -0.0452
C 1.1811 0.3058 2.3324
F 2.3034 -0.1592 2.7985
F 0.6394 1.1250 3.2997
F 0.3795 -0.7403 2.2340
C -1.7548 -3.0748 6.2377
O -2.3714 -2.8363 7.3221
N -0.5496 -3.5655 6.0193
C 0.2458 -3.5494 4.8482
C 0.2644 -3.8423 7.2353
H -2.2898 -2.7317 5.3386
H -0.2020 -4.1796 4.0799
H 1.2762 -3.8437 5.0472
H 0.1864 -2.4819 4.6359
H 0.7121 -4.8314 7.3323
H 1.0195 -3.0599 7.3111
H -0.3486 -3.7691 8.1337
C -2.2711 3.0919 -3.9244
O -2.2318 3.8955 -4.8712
N -2.5212 3.5851 -2.6735
C -2.3039 2.6681 -1.5911
C -3.0968 4.8996 -2.3528
H -2.0678 2.0114 -3.9817
H -2.0382 3.1612 -0.6561
H -1.5408 1.9255 -1.8242
H -3.2299 2.0933 -1.6046
H -3.4803 5.4178 -3.2317
H -3.9736 4.7006 -1.7366
H -2.5061 5.6251 -1.7934
C -3.0049 -2.8573 0.6029
C -1.5136 -3.1589 0.9767
C -1.5017 -4.5389 1.6226
C -2.2482 -4.8910 2.8299
N -2.7900 -5.1545 3.8180
H -3.2874 -1.9952 -0.0012
H -3.5882 -2.7393 1.5161
H -3.3443 -3.7542 0.0848
H -1.1174 -2.4200 1.6733
H -0.8697 -3.2163 0.0991
H -0.5041 -4.9045 1.8658
H -1.7068 -5.3302 0.9016
C -1.8442 -3.8339 -4.9319
C -2.5842 -3.2440 -3.6776
C -3.8654 -2.4645 -3.7802
C -4.8224 -2.9465 -4.8511
N -5.5387 -3.3139 -5.7357
H -2.4106 -4.7056 -5.2597
H -0.7741 -3.9927 -4.7984
H -1.9888 -3.1461 -5.7651
H -1.8861 -2.7136 -3.0300
H -2.9518 -4.0805 -3.0831
H -3.5626 -1.4930 -4.1707
H -4.2772 -2.2827 -2.7875
Br 1.7476 3.6266 -7.4362
C 1.8353 2.8979 -5.6294
C 2.9909 3.5639 -4.9769
Br 4.6112 2.8432 -5.7322
H 1.8501 1.8081 -5.6456
H 0.8860 3.0940 -5.1310
H 3.0410 3.4132 -3.8985
H 2.9412 4.6505 -5.0467
Br 2.8735 -0.6516 7.4485
C 3.7402 0.1332 5.8886
C 2.9734 1.3573 5.4887
Br 2.8602 2.7370 6.9577
H 3.7564 -0.5476 5.0375
H 4.7310 0.4323 6.2307
H 1.8994 1.2202 5.3627
H 3.4377 1.8671 4.6445
Br 1.8655 5.5652 -2.4239
C 3.2351 5.0312 -1.0935
C 3.2647 5.9567 0.0877
Br 4.1099 7.6656 -0.3755
H 4.2203 5.0940 -1.5556
H 3.1289 4.0375 -0.6584
H 3.8760 5.4691 0.8470
H 2.2693 6.0871 0.5122
```

Calculated values
Highest occupied orbital energy, eV: -8.90
Spin multiplicity: 1



No. 2
Entry from the Open Molecules 2025 dataset: a cluster of 8 separate species, C19H48ClO15P in total (ωB97M-V/def2-TZVPD).

Geometry as XYZ:
```
84
C19H48ClO15P (ωB97M-V/def2-TZVPD)
C 2.1515 -0.0453 0.6908
C 1.9355 -0.0233 -0.8058
O 2.8387 0.1450 -1.5251
O 0.6957 -0.1719 -1.3268
C 0.0928 -1.4464 -1.0043
C -1.4054 -1.1948 -0.8556
C -1.7618 -0.6356 0.5391
C -2.5569 -1.6240 1.3848
C -4.0785 -1.7091 1.1116
C -4.8692 -0.4819 1.4996
O -5.7213 -0.5703 2.2680
O -4.5774 0.8003 1.0105
C -5.1687 1.1174 -0.2327
Cl -4.3723 0.2321 -1.6103
C -6.6993 0.9781 -0.2427
C -7.2678 -0.0013 -1.2402
O -6.9493 -1.3567 -0.8675
C -6.5753 -2.1232 -1.9045
O -5.7611 -2.9416 -1.8136
P -4.7812 2.9776 -0.5677
O -4.5195 3.5521 0.9570
O -3.3705 3.0318 -1.3973
H 2.8391 0.7495 0.9397
H 1.1849 0.0735 1.1711
H 2.5725 -1.0084 0.9634
H 0.4947 -1.8698 -0.0879
H 0.2274 -2.1022 -1.8618
H -1.6399 -0.4416 -1.6031
H -1.9982 -2.0709 -1.1129
H -0.8053 -0.4859 1.0381
H -2.2154 0.3463 0.4610
H -2.4083 -1.4823 2.4537
H -2.1590 -2.6138 1.1594
H -4.2748 -2.0363 0.0949
H -4.4552 -2.4966 1.7530
H -7.1087 1.9468 -0.5355
H -7.1000 0.7906 0.7450
H -8.3544 0.0977 -1.2161
H -6.9799 0.2321 -2.2583
H -7.1025 -1.9700 -2.8590
H -3.5751 3.4470 1.1577
H -2.6033 2.6844 -0.9096
C 5.8485 1.4895 -2.6326
O 4.9457 2.1104 -1.7322
H 6.5571 2.2425 -2.9687
H 6.3899 0.6840 -2.1264
H 5.3136 1.0896 -3.4981
H 4.3201 1.4350 -1.4376
C 8.7942 3.9050 -2.0395
O 7.8643 4.5100 -1.1472
H 9.5080 4.6599 -2.3601
H 9.3296 3.0967 -1.5339
H 8.2715 3.5135 -2.9146
H 7.2389 3.8274 -0.8756
C 8.0239 6.2287 1.7990
O 7.0267 6.0530 2.8076
H 8.8399 5.5402 2.0022
H 7.6092 6.0084 0.8154
H 8.4045 7.2536 1.8217
H 6.3121 6.6673 2.6145
C 0.5218 -5.1718 -1.0785
O -0.3430 -4.4871 -0.1753
H 1.2381 -4.4538 -1.4711
H 1.0614 -5.9683 -0.5607
H -0.0500 -5.5959 -1.9073
H -0.9724 -5.1309 0.1655
C -9.5304 -4.7287 -1.4243
O -9.7216 -3.7258 -0.4323
H -10.4610 -5.2758 -1.5513
H -9.2550 -4.2672 -2.3771
H -8.7475 -5.4228 -1.1081
H -8.8846 -3.2586 -0.3355
C 4.9034 -3.0459 1.3545
O 4.6129 -2.1549 2.4270
H 3.9933 -3.5897 1.1110
H 5.2341 -2.4891 0.4736
H 5.6776 -3.7592 1.6480
H 5.4237 -1.6787 2.6329
C 3.8588 2.1369 4.0869
O 3.8236 2.0731 2.6637
H 4.1222 1.1513 4.4625
H 4.6093 2.8588 4.4173
H 2.8797 2.4198 4.4816
H 3.5903 2.9504 2.3430
```

Calculated values
Highest occupied orbital energy, eV: -9.23
SMILES string: CC(=O)OCCCCCC(=O)O[C@@](Cl)(CCOC=O)P(O)O.CO.CO.CO.CO.CO.CO.CO
Spin multiplicity: 1



No. 3
Entry from the Open Molecules 2025 dataset: a cluster of 2 separate species, CH2N2O3S in total (ωB97M-V/def2-TZVPD).

Geometry as XYZ:
```
9
CH2N2O3S (ωB97M-V/def2-TZVPD)
C 1.4866 -1.7123 0.0961
N 1.7704 -0.7320 0.6658
N -0.8755 0.7994 0.8064
O 1.0583 -2.6360 -0.5197
O -0.1328 1.4268 -0.1471
O -2.3101 0.6754 -1.1689
S -2.2582 0.3199 0.2360
H -0.7204 1.6092 -0.8739
H 1.9817 0.2497 0.9053
```

Calculated values
Relative energy (zero: lowest compared OMol25 entry of this formula, charge and spin), kcal per mole: 45.5
Highest occupied orbital energy, eV: -10.52
Spin multiplicity: 1